1.
Here is C48H45BF4N9O3S3Ti as an isolated structure from the Open Molecules 2025 dataset. Energies are from ωB97M-V/def2-TZVPD.

The geometry in XYZ format:
```
114
Properties=species:S:1:pos:R:3:forces:R:3:lowdin_charge:R:1
Ti 0.808191 -0.846562 0.580932 -0.24 -0.50 -0.22 0.89
C -2.762485 -0.684317 0.629277 0.09 -0.04 0.00 -0.02
C -1.735482 0.111145 1.369545 -0.06 0.06 -0.20 -0.28
N -0.750410 0.665600 0.700584 -0.31 0.35 0.02 -0.07
N -0.268400 1.838589 1.308822 0.11 -0.05 0.14 -0.07
C 0.990074 2.072733 1.214755 0.03 0.23 0.14 -1.07
S 2.264422 1.084729 0.592809 -0.12 -0.08 -0.09 0.65
S 1.384621 3.739244 1.755073 0.06 0.04 -0.07 0.88
C 2.875292 3.471625 2.754228 0.03 -0.08 0.06 -0.44
C 2.608550 3.460249 4.236195 0.00 -0.05 0.05 -0.28
C 1.583988 2.671498 4.757088 0.01 -0.01 0.00 -0.03
C 1.365439 2.614834 6.122893 -0.01 0.00 0.02 -0.08
C 2.160386 3.352703 6.992750 0.01 0.01 0.01 -0.11
C 3.177904 4.144805 6.483883 0.00 0.01 0.02 -0.11
C 3.399610 4.194988 5.112818 -0.03 0.01 -0.05 -0.06
C -1.805339 0.231118 2.808844 0.05 0.07 0.07 -0.12
C -2.994661 0.400882 3.519084 0.00 0.02 -0.05 -0.05
C -3.008418 0.433177 4.897018 -0.02 -0.01 0.03 -0.13
C -1.798747 0.235356 5.577240 0.04 -0.01 0.06 -0.11
C -0.622643 -0.000509 4.908311 0.02 -0.03 -0.07 -0.04
C -0.567122 -0.035023 3.483648 -0.08 -0.01 0.11 -0.37
O 0.512516 -0.339557 2.869004 -0.05 -0.09 -0.37 -0.14
H -3.484230 0.019581 0.197034 -0.03 -0.01 0.03 0.08
H -2.326236 -1.239995 -0.196469 -0.01 0.03 0.04 0.04
H -3.286284 -1.372003 1.288823 0.04 -0.04 0.01 0.09
H 3.286853 2.509155 2.444507 0.00 -0.01 -0.07 0.04
H 3.616649 4.230150 2.501186 -0.09 0.06 -0.03 0.07
H 0.955435 2.100864 4.083096 0.01 -0.01 0.01 0.09
H 0.568520 1.987053 6.503660 0.01 0.05 -0.01 0.09
H 1.985063 3.308988 8.061236 0.00 0.00 0.00 0.09
H 3.801788 4.726580 7.152825 0.00 0.00 -0.01 0.09
H 4.198250 4.812409 4.715328 0.00 0.00 0.01 0.10
H -3.916550 0.538956 2.962330 0.00 0.00 0.01 0.11
H -3.928192 0.597820 5.443367 0.00 0.00 -0.02 0.08
H -1.791539 0.250247 6.663289 -0.01 0.01 -0.01 0.09
H 0.305764 -0.178429 5.438874 -0.03 -0.03 0.00 0.11
N 2.057189 -8.419918 -1.828304 0.00 -0.02 0.01 0.07
C 1.256634 -7.351853 -1.381268 -0.06 0.00 0.02 -0.33
C 1.753646 -6.052240 -1.381651 0.01 0.01 -0.02 -0.01
C 0.957030 -5.003193 -0.963519 0.08 0.06 -0.03 -0.04
C -0.335317 -5.237990 -0.525137 -0.11 0.00 0.05 -0.28
C -0.840604 -6.528680 -0.519504 -0.03 0.00 0.06 -0.06
C -0.053835 -7.580457 -0.958379 0.05 0.02 -0.02 -0.05
S -1.344968 -3.899933 0.068750 -0.07 -0.03 -0.04 0.60
O -2.313705 -4.471868 0.973306 0.05 -0.01 0.01 -0.32
O -1.883900 -3.196863 -1.074540 0.05 -0.01 -0.04 -0.32
N -0.310411 -2.895744 0.786343 -0.07 0.10 -0.09 -0.13
C 0.627192 -3.374627 1.648036 0.08 0.05 0.03 -0.47
N 1.625465 -2.472379 1.770675 0.34 0.06 -0.09 0.02
C 2.650261 -2.728395 2.566274 -0.14 -0.19 -0.03 -0.08
C 2.703849 -3.933629 3.248642 0.04 0.08 0.00 -0.04
C 1.649663 -4.806662 3.046978 -0.01 0.00 0.00 -0.12
N 0.600208 -4.554576 2.268959 0.03 0.07 0.00 0.16
H 3.043801 -8.218707 -1.758059 0.00 0.01 -0.01 0.08
H 1.843218 -9.291425 -1.367268 0.00 0.00 -0.01 0.07
H 2.777834 -5.846723 -1.671861 0.00 -0.01 0.01 0.11
H 1.370090 -4.003984 -0.957380 -0.01 0.00 0.00 0.09
H -1.838537 -6.707019 -0.140259 0.01 0.02 -0.01 0.11
H -0.447975 -8.591651 -0.952852 0.01 0.01 0.00 0.10
H 3.427372 -1.981056 2.614041 0.04 0.01 0.02 0.13
H 3.546462 -4.190487 3.871302 0.01 0.01 -0.01 0.10
H 1.646336 -5.774698 3.540693 -0.03 0.00 -0.01 0.10
C -4.257535 3.627240 -0.577507 0.01 0.01 0.04 -0.04
C -4.036399 3.615632 -2.062805 0.03 -0.03 0.00 -0.22
C -4.712678 4.489411 -2.900041 -0.02 0.00 0.00 -0.07
C -4.495812 4.505979 -4.271546 -0.01 0.02 -0.01 -0.12
C -3.573282 3.624579 -4.813444 0.02 -0.02 -0.02 -0.10
C -2.883712 2.740251 -4.001553 -0.04 -0.01 0.04 -0.02
C -3.109182 2.722096 -2.624439 0.09 0.07 0.02 -0.21
N -2.457124 1.809714 -1.800157 -0.12 0.06 -0.14 0.13
C -1.209709 1.221524 -2.203124 0.00 -0.18 0.06 -0.38
N -1.289565 -0.134408 -2.234589 0.07 0.32 -0.19 0.12
C -0.166409 -0.951699 -2.568410 0.07 -0.13 0.08 -0.24
C 0.846411 -1.127297 -1.621779 -0.03 -0.13 0.44 -0.14
C 1.952611 -1.870507 -2.052618 0.00 0.08 0.07 -0.13
C 2.011470 -2.451928 -3.312773 0.08 -0.03 0.01 -0.09
C 0.945479 -2.321348 -4.185067 -0.05 -0.01 -0.04 -0.06
C -0.160743 -1.560143 -3.826773 0.03 0.14 0.09 -0.22
C -1.327589 -1.410445 -4.765338 -0.05 -0.01 -0.02 -0.05
N -0.149792 1.856041 -2.507865 -0.01 0.00 -0.04 0.20
C -0.063375 3.248049 -2.453994 0.00 0.09 -0.06 -0.22
C -0.399078 4.015548 -1.336258 0.06 -0.11 -0.02 -0.04
C -0.275013 5.395691 -1.359523 0.00 0.02 0.03 -0.10
C 0.194248 6.036149 -2.494524 0.00 0.02 -0.02 -0.11
C 0.564174 5.274849 -3.596159 0.02 0.01 0.02 -0.07
C 0.455583 3.891845 -3.592727 -0.04 0.01 0.03 -0.22
C 0.874213 3.076077 -4.781143 -0.01 -0.03 -0.04 -0.05
H -5.042394 4.334054 -0.309354 0.01 0.01 0.00 0.07
H -3.348029 3.921774 -0.042721 0.00 -0.03 0.00 0.08
H -4.550802 2.642010 -0.201949 0.00 0.01 -0.01 0.08
H -5.422700 5.181001 -2.458112 0.00 0.00 -0.01 0.10
H -5.029860 5.204681 -4.903015 0.00 0.00 0.00 0.09
H -3.373996 3.626495 -5.878423 -0.01 0.01 0.00 0.10
H -2.146846 2.069381 -4.425176 -0.01 -0.02 0.00 0.10
H -2.471398 2.031265 -0.815714 0.04 -0.08 0.05 0.09
H -2.220887 -0.498508 -2.337317 -0.04 -0.14 0.15 0.13
H 2.788816 -2.024339 -1.381630 0.05 -0.02 0.01 0.07
H 2.885326 -3.029427 -3.594349 -0.01 0.00 0.00 0.10
H 0.963813 -2.807342 -5.156193 0.01 0.01 0.02 0.10
H -1.143858 -1.955932 -5.692263 0.01 0.02 0.00 0.07
H -1.518779 -0.364133 -5.017488 0.03 0.03 0.02 0.06
H -2.248929 -1.809488 -4.329430 0.03 -0.01 0.01 0.08
H -0.702739 3.518189 -0.423670 -0.06 -0.01 -0.02 0.08
H -0.524481 5.965928 -0.472030 0.00 -0.01 0.00 0.10
H 0.298454 7.114433 -2.516273 -0.01 0.00 0.00 0.09
H 0.960717 5.764500 -4.480045 0.00 0.00 0.00 0.10
H 1.507249 3.662883 -5.449140 -0.01 0.00 0.00 0.07
H 0.007311 2.730341 -5.353429 0.00 0.01 0.01 0.07
H 1.408187 2.181809 -4.460130 0.02 0.00 0.00 0.08
F 5.996464 -2.670151 -0.728438 -0.04 -0.02 0.02 0.10
B 4.946831 -2.956728 0.151829 -0.05 0.01 0.02 -1.25
F 4.084285 -1.829569 0.263265 0.24 -0.08 0.04 0.05
F 5.458904 -3.268706 1.430757 -0.04 0.02 -0.04 0.08
F 4.192575 -4.051249 -0.333311 0.01 0.04 0.01 0.08
```
Forces are in eV/Å.

Summary:
* F_max: 0.60 eV/Å
* charge: -2
* 2S+1: 2
* gap between HOMO and LUMO (spin up / spin down): 6.900 / 6.966 eV
* HOMO (spin up / spin down): -0.1063 / -0.1088 Eh
* expectation value of S²: 0.755
* DFT total energy: -5043.4570 hartree
* energy relative to the best compared isomer or geometry (same formula, charge and spin): 64.7 kJ/mol



2.
Here is a 6-piece molecular cluster, C48H45F4N7O14S overall from the Open Molecules 2025 dataset. Energies are from ωB97M-V/def2-TZVPD.

The geometry in XYZ format:
```
119
Properties=species:S:1:pos:R:3:forces:R:3:lowdin_charge:R:1
C -0.151125 -3.211178 4.509962 0.65 0.40 -1.29 -0.02
C 1.094072 -4.145749 3.912440 4.44 -1.97 3.78 -0.27
O 2.050096 -4.568372 4.773360 -6.22 2.54 -5.75 -0.04
O 1.215016 -4.532851 2.494020 -0.69 2.01 2.64 -0.10
C 1.302221 -3.363263 1.605524 -0.12 2.40 -0.77 -0.19
C 0.992105 -3.677789 0.026475 0.37 -1.22 -0.22 -0.16
C -0.194832 -4.776900 -0.243945 0.63 -0.32 -0.18 -0.19
C -1.492275 -4.657142 0.750521 -0.68 -1.04 0.35 -0.19
C -2.951035 -4.694361 -0.069210 0.67 0.54 -0.96 -0.15
C -3.756043 -3.273830 0.010940 -2.44 2.53 0.35 -0.02
C -2.816514 -1.892916 -0.079833 -4.36 2.00 0.49 0.06
C -3.473351 -0.375000 -0.028034 0.65 -2.80 -0.11 -0.05
C -2.396078 0.902588 -0.082128 -0.85 -0.36 0.86 -0.17
C -2.105240 1.444535 -1.602791 -0.69 -0.48 0.46 -0.11
C -1.710735 0.268283 -2.676683 -2.01 -0.29 -5.61 -0.26
O -2.265733 0.350525 -3.904269 3.68 -0.85 7.89 -0.04
O -0.817384 -0.886257 -2.405992 -1.80 3.00 -0.09 -0.02
C -5.101405 -0.144397 0.069878 0.34 -0.89 -0.04 -0.18
N -5.879452 1.178440 0.081561 0.44 -6.72 0.07 -0.29
S -7.566059 0.646148 0.178827 4.58 -3.51 0.01 0.87
N -7.394926 -1.115167 0.245626 4.16 0.75 -0.42 -0.30
C -5.956217 -1.564061 0.164826 -2.50 3.07 0.06 -0.13
C -5.413735 -3.115028 0.169613 4.13 1.73 -0.48 0.03
C -6.304250 -4.472798 0.306944 1.69 1.42 -0.30 -0.19
F -5.746594 -5.236560 1.485904 -1.85 1.58 -3.64 -0.03
F -6.126675 -5.259393 -0.970098 -0.74 1.73 4.06 -0.02
C -7.895363 -4.278128 0.612697 -1.51 -1.31 1.22 -0.08
F -8.699977 -3.731063 -0.504272 2.82 -0.52 3.77 -0.05
F -8.092736 -3.532741 1.912565 0.69 -1.77 -4.31 -0.04
H -0.417346 -3.488068 5.620730 0.83 0.38 -2.44 0.10
H -1.088338 -3.263858 3.804816 1.84 -0.06 1.44 0.08
H 0.248456 -2.089582 4.445865 -0.85 -2.46 0.32 0.10
H 0.577806 -2.472190 1.917848 1.21 -2.04 -0.29 0.13
H 2.399662 -2.932238 1.706405 -2.75 -0.86 -0.11 0.12
H 1.986479 -4.141056 -0.423609 -2.50 1.08 0.76 0.11
H 0.752168 -2.693439 -0.581908 0.60 -1.93 1.65 0.10
H 0.279044 -5.863987 -0.124488 -1.08 2.38 -0.13 0.12
H -0.467270 -4.697888 -1.403049 0.31 -0.05 2.59 0.12
H -1.458485 -3.748555 1.499055 0.03 -1.70 -1.72 0.09
H -1.495456 -5.631915 1.428127 0.05 2.16 -1.33 0.12
H -2.634846 -4.833529 -1.212221 -0.93 0.41 2.34 0.13
H -3.571245 -5.646484 0.206419 0.94 2.20 -0.34 0.11
H -1.651453 -1.991291 -0.160537 -2.62 0.20 0.16 0.09
H -1.406825 0.621685 0.524349 -2.27 0.42 -1.61 0.12
H -2.902869 1.788611 0.523546 1.00 -1.84 -1.37 0.12
H -3.124905 1.919812 -1.987872 2.44 -1.10 0.56 0.14
H -1.243503 2.233829 -1.528467 -2.03 -1.49 -0.42 0.11
H -0.194795 -0.697106 -1.641153 -1.67 -0.07 -1.06 0.05
H -8.336799 -5.365750 0.831403 0.92 2.61 -0.54 0.18
O 4.915542 -1.709231 0.173046 -0.41 -1.51 0.57 0.06
N 4.702763 -2.848399 0.614324 -0.47 0.34 -0.66 -0.28
O 3.649451 -3.479867 0.447521 2.74 1.05 -0.17 -0.01
C 5.769479 -3.490733 1.391497 0.68 -0.41 0.56 -0.13
C 6.963208 -2.798081 1.636473 -0.02 -0.03 0.03 0.00
C 7.964666 -3.404900 2.396899 -0.37 -0.16 -0.11 -0.07
C 7.776014 -4.692004 2.902776 -0.13 0.04 -0.08 -0.07
C 6.590408 -5.383556 2.648420 0.06 0.38 -0.15 -0.06
C 5.580532 -4.785957 1.891654 -0.02 0.04 -0.02 0.01
H 7.125571 -1.794498 1.249415 -0.24 -0.26 0.02 0.12
H 8.892045 -2.872906 2.598160 -0.23 -0.07 -0.08 0.11
H 8.557492 -5.158830 3.499910 -0.17 0.10 -0.13 0.11
H 6.452075 -6.387497 3.043658 -0.04 0.23 -0.11 0.11
H 4.661069 -5.336849 1.704970 0.13 0.31 -0.01 0.13
O -9.001498 -9.782326 -5.351649 -0.31 0.03 1.80 0.06
N -9.213057 -9.738129 -4.130586 -0.01 -1.20 -0.63 -0.33
O -9.443922 -10.728655 -3.422350 0.34 1.39 -1.04 0.06
C -9.193600 -8.422215 -3.480614 -0.01 0.90 0.43 -0.14
C -8.973620 -7.271272 -4.249840 -0.01 -0.01 0.06 0.00
C -8.980347 -6.020279 -3.629868 -0.07 -0.46 0.20 -0.05
C -9.200098 -5.921995 -2.255026 -0.11 -0.02 -0.14 -0.07
C -9.408466 -7.070674 -1.489701 0.10 -0.06 -0.56 -0.07
C -9.406812 -8.327042 -2.098967 0.01 -0.01 -0.01 0.00
H -8.800985 -7.331000 -5.322213 -0.07 -0.22 0.29 0.12
H -8.817231 -5.120583 -4.219354 -0.02 -0.23 0.10 0.11
H -9.210041 -4.943931 -1.777015 -0.08 -0.63 -0.45 0.08
H -9.576093 -6.986077 -0.418258 -0.02 -0.11 -0.20 0.10
H -9.573915 -9.212462 -1.489169 0.06 0.10 -0.36 0.12
O 0.322208 0.955223 -1.110547 2.38 -0.53 0.55 -0.03
N 1.472521 0.495114 -1.163303 0.66 -0.12 0.45 -0.27
O 1.811827 -0.600894 -0.694605 -0.95 1.53 -0.70 0.08
C 2.503708 1.306250 -1.821471 0.62 0.54 -0.37 -0.12
C 2.172463 2.568719 -2.332568 0.00 -0.05 0.02 0.02
C 3.163062 3.345915 -2.935953 -0.03 -0.47 -0.22 -0.07
C 4.469431 2.863755 -3.031148 -0.12 -0.17 0.11 -0.06
C 4.794183 1.601747 -2.530672 -0.41 0.14 0.08 -0.06
C 3.812687 0.816540 -1.922574 0.02 -0.12 0.04 0.01
H 1.159155 2.958779 -2.266121 0.22 -0.20 0.06 0.12
H 2.917396 4.329865 -3.329709 -0.01 -0.61 0.05 0.10
H 5.239652 3.475746 -3.497441 -0.17 -0.12 0.08 0.11
H 5.813912 1.231746 -2.611291 -0.25 0.01 0.05 0.11
H 4.082501 -0.163484 -1.534633 -0.25 0.20 0.01 0.10
O 1.707796 5.386836 -0.300716 1.53 0.54 -0.77 0.07
N 2.796849 5.804827 -0.721371 -0.78 -0.34 -0.59 -0.30
O 3.138542 5.796723 -1.912681 -0.59 0.55 1.92 0.03
C 3.748145 6.341254 0.259321 0.65 0.30 0.64 -0.14
C 3.418161 6.335231 1.621615 0.01 0.00 -0.03 0.00
C 4.336976 6.824497 2.552093 0.04 0.00 -0.42 -0.06
C 5.570279 7.318523 2.124256 -0.08 -0.07 -0.10 -0.07
C 5.892043 7.332990 0.765999 -0.27 -0.29 0.10 -0.09
C 4.982455 6.843727 -0.173650 -0.05 -0.06 0.05 0.00
H 2.461311 5.953575 1.971088 0.19 0.05 -0.30 0.12
H 4.092876 6.817925 3.612247 0.00 -0.02 -0.25 0.11
H 6.285711 7.693761 2.854019 -0.15 -0.05 -0.18 0.11
H 6.854054 7.722357 0.440154 -0.30 -0.08 0.03 0.11
H 5.249506 6.858949 -1.228258 -0.24 -0.06 0.24 0.12
O 6.587133 10.230365 1.254995 -1.12 0.32 -1.31 0.05
N 5.756332 10.460510 0.363643 0.90 -0.68 -0.30 -0.31
O 5.786519 9.959786 -0.769672 0.04 0.69 1.65 0.06
C 4.665502 11.393544 0.670252 -0.73 0.61 0.22 -0.14
C 4.613684 12.011910 1.927117 -0.02 -0.02 -0.07 0.00
C 3.587371 12.916979 2.204472 0.03 -0.20 -0.36 -0.07
C 2.621038 13.196918 1.237014 0.09 -0.09 -0.04 -0.07
C 2.669113 12.571703 -0.010142 0.30 -0.09 0.28 -0.06
C 3.692310 11.666912 -0.300125 0.03 0.00 0.04 0.00
H 5.359166 11.804535 2.691712 -0.09 -0.07 -0.34 0.12
H 3.542315 13.407131 3.174665 0.06 -0.14 -0.20 0.11
H 1.825924 13.907603 1.455928 0.17 -0.16 -0.04 0.11
H 1.910648 12.792879 -0.757844 0.19 -0.09 0.13 0.11
H 3.717649 11.190402 -1.277899 0.18 0.02 0.31 0.12
```
Forces are in eV/Å.

Summary:
* F_max: 8.85 eV/Å
* charge: 0
* gap between HOMO and LUMO: 6.862 eV
* HOMO: -0.3119 Eh
* SMILES string: CC(=O)OCCCCCc1cc(CCC(=O)O)c2nsnc2c1C(F)(F)C(F)F.O=[N+]([O-])c1ccccc1.O=[N+]([O-])c1ccccc1.O=[N+]([O-])c1ccccc1.O=[N+]([O-])c1ccccc1.O=[N+]([O-])c1ccccc1
* DFT total energy: -4089.2753 hartree